Record 1
Below is C38H24F2HfN2O4P as an isolated structure, with properties calculated with the ωB97M-V functional and the def2-TZVPD basis.

Last column: Löwdin charge in e.
Element x y z (Å)
Hf1 -0.219 -0.330 0.396  1.66
F1 4.929 0.197 -1.608  0.09
C1 4.145 0.085 -0.531  -0.26
C2 2.767 0.023 -0.686  -0.05
C3 1.933 -0.088 0.427  -0.23
C4 2.518 -0.122 1.722  -0.12
C5 3.913 -0.086 1.827  -0.20
F2 4.533 -0.168 3.016  0.08
C6 4.732 0.019 0.719  0.09
C7 1.605 -0.224 2.877  -0.19
C8 2.005 -0.232 4.216  0.03
C9 1.058 -0.375 5.215  -0.02
C10 -0.274 -0.545 4.872  -0.02
C11 -0.613 -0.498 3.532  -0.12
N1 0.289 -0.306 2.566  -0.04
H1 2.347 0.062 -1.686  0.12
H2 5.801 0.037 0.841  0.14
H3 3.039 -0.133 4.494  0.11
H4 1.358 -0.368 6.252  0.12
H5 -1.030 -0.708 5.620  0.12
H6 -1.643 -0.612 3.209  0.12
O1 -2.196 0.235 0.963  -0.04
C12 -2.214 0.878 -0.119  -0.61
O2 -1.434 0.505 -1.046  -0.10
C13 -2.766 2.241 -0.195  -0.14
C14 -4.088 2.645 -0.177  0.00
C15 -4.374 4.001 -0.200  -0.05
C16 -3.345 4.928 -0.275  -0.04
C17 -2.021 4.519 -0.280  -0.05
C18 -1.710 3.167 -0.205  -0.26
P1 0.008 2.533 0.079  1.13
C19 0.903 3.243 -1.346  -0.35
C20 0.240 3.356 -2.565  -0.08
C21 0.872 3.936 -3.650  -0.06
C22 2.175 4.394 -3.532  -0.06
C23 2.858 4.232 -2.336  -0.06
C24 2.237 3.642 -1.248  -0.10
C25 0.514 3.642 1.446  -0.34
C26 0.408 3.112 2.730  -0.09
C27 0.788 3.853 3.834  -0.07
C28 1.253 5.146 3.665  -0.06
C29 1.326 5.690 2.393  -0.06
C30 0.972 4.944 1.282  -0.09
H7 -4.880 1.912 -0.160  0.13
H8 -5.401 4.329 -0.162  0.11
H9 -3.578 5.979 -0.333  0.11
H10 -1.230 5.249 -0.349  0.11
H11 -0.777 3.000 -2.653  0.11
H12 0.344 4.043 -4.584  0.11
H13 2.661 4.868 -4.371  0.11
H14 3.878 4.576 -2.249  0.11
H15 2.777 3.517 -0.318  0.11
H16 0.016 2.108 2.850  0.08
H17 0.727 3.424 4.822  0.11
H18 1.558 5.726 4.524  0.11
H19 1.671 6.704 2.264  0.11
H20 1.066 5.369 0.293  0.10
O3 0.043 -1.865 -1.126  -0.02
C31 -0.227 -2.759 -0.288  -0.41
N2 -0.607 -2.377 0.943  0.03
C32 -0.659 -3.492 1.788  -0.37
O4 -0.856 -3.432 2.974  0.14
C33 -0.373 -4.684 0.935  -0.07
C34 -0.313 -6.026 1.238  0.02
C35 -0.005 -6.908 0.201  -0.04
C36 0.237 -6.451 -1.085  -0.04
C37 0.188 -5.093 -1.394  0.02
C38 -0.119 -4.223 -0.367  -0.08
H21 -0.491 -6.370 2.244  0.13
H22 0.044 -7.967 0.408  0.12
H23 0.473 -7.159 -1.866  0.11
H24 0.374 -4.730 -2.394  0.13

Properties
Relative energy (zero: lowest compared OMol25 entry of this formula, charge and spin)   8.07 kcal per mole
Net charge   +1
Gap between HOMO and LUMO   8.01 eV


Record 2
Below is C28H55BCaCl3CsF4N4NaO7P2S2 as an isolated structure, with properties calculated with the ωB97M-V functional and the def2-TZVPD basis.

Last column: Löwdin charge in e.
Element x y z (Å)
C1 5.266 -6.049 4.516  0.06
C2 5.224 -5.300 3.306  -0.29
P1 5.274 -4.046 1.816  0.72
C3 4.038 -2.974 2.809  -0.39
C4 3.282 -1.807 1.942  -0.26
C5 2.172 -2.358 0.866  -0.46
S1 0.467 -1.691 1.337  0.85
C6 -0.867 -2.618 0.340  -0.93
S2 -1.731 -1.845 -0.907  0.21
N1 -1.075 -4.088 0.764  -0.20
C7 -1.638 -4.553 2.106  0.01
C8 -1.555 -6.205 1.881  -0.08
N2 -0.958 -6.580 0.524  -0.02
C9 -0.694 -5.244 -0.137  -0.09
C10 6.541 -5.218 0.998  -0.43
N3 6.931 -4.861 -0.418  -0.18
C11 7.603 -3.511 -0.527  -0.18
H1 5.042 -6.351 5.649  0.08
H2 6.236 -2.936 1.835  0.06
H3 4.401 -4.160 0.675  0.02
H4 3.266 -3.701 3.343  0.08
H5 4.671 -2.425 3.659  0.12
H6 4.073 -1.109 1.434  0.14
H7 2.693 -1.134 2.730  0.11
H8 2.439 -1.889 -0.174  0.09
H9 2.221 -3.526 0.784  0.07
H10 -2.022 -3.944 3.028  0.13
H11 -1.928 -6.985 2.697  0.12
H12 -0.246 -4.953 -1.179  0.11
H13 6.046 -6.303 0.971  0.10
H14 7.539 -5.211 1.646  0.12
H15 6.157 -4.993 -1.105  0.09
H16 8.438 -3.335 0.305  0.10
H17 6.813 -2.642 -0.571  0.07
H18 8.194 -3.477 -1.563  0.10
N4 -2.665 -4.178 -3.238  0.06
C12 -1.472 -4.719 -3.638  -0.08
C13 -1.709 -5.501 -4.747  -0.25
C14 -3.094 -5.423 -5.028  -0.22
C15 -3.660 -4.598 -4.083  -0.07
H19 -2.793 -3.564 -2.443  0.06
H20 -0.558 -4.504 -3.100  0.11
H21 -0.965 -6.065 -5.294  0.01
H22 -3.622 -5.916 -5.834  0.04
H23 -4.682 -4.275 -3.938  0.13
Na1 2.918 -6.168 2.272  0.64
C16 4.124 -2.925 -2.465  -0.43
O1 4.328 -2.634 -1.189  -0.34
H24 5.007 -3.186 -3.072  0.06
H25 3.462 -3.779 -2.689  0.03
H26 3.668 -2.142 -3.094  0.05
Ca1 -2.182 -7.821 -5.672  1.16
C17 -5.608 3.099 1.658  -0.09
O2 -5.746 1.969 0.799  -0.20
C18 -5.193 2.207 -0.499  -0.18
C19 -3.813 1.556 -0.641  -0.23
O3 -2.854 2.176 0.221  -0.18
C20 -2.608 1.410 1.395  -0.12
H27 -5.821 2.778 2.681  0.07
H28 -4.597 3.517 1.628  0.09
H29 -6.334 3.867 1.375  0.10
H30 -5.146 3.282 -0.716  0.14
H31 -5.875 1.749 -1.224  0.12
H32 -3.462 1.701 -1.667  0.13
H33 -3.866 0.477 -0.454  -0.08
H34 -1.977 0.552 1.148  0.05
H35 -3.535 1.063 1.860  0.01
H36 -2.078 2.041 2.112  0.11
O4 0.579 5.150 -5.310  -0.24
P2 -0.099 5.851 -4.107  0.76
O5 1.321 6.337 -3.409  -0.22
C21 1.906 7.527 -3.908  -0.37
C22 1.059 8.749 -3.594  -0.20
O6 -0.247 4.392 -3.320  -0.28
C23 -0.290 3.172 -4.068  -0.29
C24 1.103 2.573 -4.201  -0.07
O7 -0.856 6.635 -2.764  -0.21
C25 -1.940 5.964 -2.116  -0.28
C26 -1.541 5.001 -0.995  -0.06
H37 2.063 7.434 -4.987  0.12
H38 2.889 7.633 -3.437  -0.01
H39 0.089 8.692 -4.107  0.07
H40 1.558 9.660 -3.910  0.06
H41 0.851 8.805 -2.519  0.05
H42 -0.761 3.326 -5.049  0.11
H43 -0.937 2.470 -3.537  0.10
H44 1.853 3.310 -4.505  0.08
H45 1.110 1.757 -4.929  0.08
H46 1.434 2.185 -3.234  0.08
H47 -2.570 5.468 -2.859  0.11
H48 -2.546 6.752 -1.652  0.12
H49 -0.999 4.112 -1.322  0.06
H50 -2.429 4.621 -0.482  0.06
H51 -0.892 5.494 -0.269  0.09
Cl1 -4.115 0.844 4.323  0.57
C27 -4.349 1.448 5.982  -0.62
C28 -4.667 2.935 6.013  -0.64
Cl2 -3.274 3.931 5.523  0.61
H52 -3.448 1.216 6.559  0.06
H53 -5.182 0.882 6.410  0.08
H54 -4.930 3.237 7.031  0.08
H55 -5.508 3.181 5.357  0.05
B1 -1.134 2.797 8.317  -1.06
F1 -2.451 2.183 8.349  0.02
F2 -0.881 3.332 6.989  -0.02
F3 -1.079 3.875 9.292  0.03
F4 -0.126 1.801 8.639  0.02
Cl3 3.366 8.994 -2.020  0.16
Cs1 -3.834 -1.754 0.030  1.21

Properties
Relative energy (zero: lowest compared OMol25 entry of this formula, charge and spin)   203.02 kcal per mole
Net charge   +1
Gap between HOMO and LUMO   0.83 eV


Record 3
Below is an isolated molecule of C5H9NO, with properties calculated with the ωB97M-V functional and the def2-TZVPD basis.

Last column: natural (NBO) charge in e.
Element x y z (Å)
C1 -2.105 -0.990 -0.397  -0.40
C2 -0.969 -0.773 0.241  -0.19
C3 1.211 -0.404 -0.744  0.15
C4 0.545 1.113 1.108  -0.67
C5 0.091 0.351 -0.110  0.12
N1 2.141 -0.870 -0.027  -0.65
O1 -0.531 1.127 -1.147  -0.71
H1 -2.803 -1.734 -0.196  0.20
H2 -2.499 -0.252 -1.173  0.20
H3 -0.419 -1.464 0.955  0.22
H4 1.375 -0.242 -1.846  0.18
H5 1.008 2.105 1.001  0.23
H6 -0.138 1.295 1.874  0.22
H7 1.488 0.493 1.506  0.26
H8 2.965 -1.297 -0.419  0.36
H9 -1.359 1.542 -0.626  0.47

Properties
Relative energy (zero: lowest compared OMol25 entry of this formula, charge and spin)   74.00 kcal per mole
Gap between HOMO and LUMO   10.62 eV
SMILES   [H]/N=C/[C@@](C)(O)C=C


Record 4
Below is a 4-piece molecular cluster, C2H12O3S2 overall, with properties calculated with the ωB97M-V functional and the def2-TZVPD basis.

Last column: natural (NBO) charge in e.
Element x y z (Å)
C1 -0.452 -1.809 0.664  -0.69
S1 0.034 -0.409 1.851  0.01
S2 0.663 1.012 0.501  0.04
C2 -0.191 2.429 1.363  -0.72
H1 0.227 -1.722 -0.174  0.24
H2 -0.304 -2.750 1.231  0.23
H3 -1.525 -1.702 0.558  0.23
H4 0.337 2.412 2.325  0.22
H5 -0.019 3.321 0.756  0.23
H6 -1.239 2.257 1.570  0.22
H7 3.658 -1.486 1.952  0.46
H8 2.822 -0.335 1.562  0.47
O1 3.578 -0.847 1.242  -0.94
H9 -0.680 -0.874 -4.364  0.46
H10 -0.358 -0.864 -2.920  0.47
O2 0.003 -0.572 -3.761  -0.94
H11 -2.719 0.957 -1.981  0.48
H12 -1.617 0.677 -0.865  0.48
O3 -2.221 0.304 -1.509  -0.97

Properties
Relative energy (zero: lowest compared OMol25 entry of this formula, charge and spin)   22.75 kcal per mole
Gap between HOMO and LUMO   9.02 eV
SMILES   CSSC.O.O.O


Record 5
Below is a 2-piece molecular cluster, C2HF overall, with properties calculated with the ωB97M-V functional and the def2-TZVPD basis.

Last column: natural (NBO) charge in e.
Element x y z (Å)
C1 0.656 -0.023 0.041  -0.41
C2 1.808 0.342 -0.004  0.21
F1 4.523 -0.083 -0.004  -0.03
H1 -0.236 -0.462 -0.216  0.23

Properties
Relative energy (zero: lowest compared OMol25 entry of this formula, charge and spin)   121.76 kcal per mole
Gap between HOMO and LUMO (spin up / spin down)   7.89 / 7.59 eV


> Which of these has the lowest relative energy (zero: lowest compared OMol25 entry of this formula, charge and spin)?

C38H24F2HfN2O4P


Repeat the third record exactly.
Below is an isolated molecule of C5H9NO, with properties calculated with the ωB97M-V functional and the def2-TZVPD basis.

Last column: natural (NBO) charge in e.
Element x y z (Å)
C1 -2.105 -0.990 -0.397  -0.40
C2 -0.969 -0.773 0.241  -0.19
C3 1.211 -0.404 -0.744  0.15
C4 0.545 1.113 1.108  -0.67
C5 0.091 0.351 -0.110  0.12
N1 2.141 -0.870 -0.027  -0.65
O1 -0.531 1.127 -1.147  -0.71
H1 -2.803 -1.734 -0.196  0.20
H2 -2.499 -0.252 -1.173  0.20
H3 -0.419 -1.464 0.955  0.22
H4 1.375 -0.242 -1.846  0.18
H5 1.008 2.105 1.001  0.23
H6 -0.138 1.295 1.874  0.22
H7 1.488 0.493 1.506  0.26
H8 2.965 -1.297 -0.419  0.36
H9 -1.359 1.542 -0.626  0.47

Properties
Relative energy (zero: lowest compared OMol25 entry of this formula, charge and spin)   74.00 kcal per mole
Gap between HOMO and LUMO   10.62 eV
SMILES   [H]/N=C/[C@@](C)(O)C=C


> Which of these has the highest relative energy (zero: lowest compared OMol25 entry of this formula, charge and spin)?

C28H55BCaCl3CsF4N4NaO7P2S2